[1]
Density functional theory data (ωB97M-V/def2-TZVPD) for the molecule C3H4ClN3O in a non-equilibrium geometry.

Structure (XYZ):
```
12
Properties=species:S:1:pos:R:3:forces:R:3
C 0.51483 -0.86327 0.19618 -5.895 -2.820 1.743
C 1.10597 0.89007 -1.01397 -0.886 3.693 -1.457
C -0.34581 0.14024 0.53095 2.295 0.429 -0.624
H -1.10677 -2.16143 0.83029 4.527 0.612 -1.649
H 2.01075 -0.93522 -1.69128 -3.011 1.648 4.208
H 1.49634 2.61438 -1.78277 -1.148 2.112 0.060
H 0.42306 2.17190 0.37336 -2.624 -2.988 -2.221
N 1.27234 -0.43174 -0.83685 4.850 -2.791 -4.918
N 1.81070 1.70444 -1.72798 0.874 -4.304 0.769
N -0.09687 1.29202 -0.27903 3.475 2.447 3.003
O -0.03437 -2.20895 0.46019 -0.816 1.717 0.124
Cl -1.82950 -0.17490 1.18923 -1.639 0.246 0.963
```
Positions in Å, forces in eV/Å.

Results
Lowest unoccupied orbital energy ... 0.3 eV
SMILES ... [H]/N=c1/[nH]c(O)c(Cl)[nH]1

[2]
Density functional theory data (ωB97M-V/def2-TZVPD) for the molecule C5H11NO in a non-equilibrium geometry.

Structure (XYZ):
```
18
Properties=species:S:1:pos:R:3:forces:R:3
C 2.86454 0.51411 -0.22106 -0.314 -0.066 -0.251
N 1.42059 0.23170 -0.42653 -0.895 -0.316 0.233
C 0.53613 -0.14438 0.50432 -1.647 -0.296 0.040
O 0.61263 -0.38922 1.68449 0.136 0.155 -0.290
C -0.93671 -0.17805 -0.31523 0.092 -0.138 0.952
C -1.58507 -1.49867 0.03551 -0.183 -0.120 0.230
C -1.64184 1.06046 0.21651 -0.167 0.054 0.229
H 3.13851 1.51713 -0.56973 -0.280 -0.216 -0.028
H 3.51576 -0.20846 -0.72628 -0.325 0.048 0.002
H 3.10204 0.47014 0.85452 -0.477 -0.087 -0.410
H 0.59443 0.09367 -1.09207 3.511 1.121 -1.820
H -0.99762 -0.09292 -1.44389 0.970 -0.060 0.825
H -1.46347 -1.64141 1.11036 -0.173 -0.172 0.005
H -1.09649 -2.33504 -0.48182 -0.086 0.191 0.122
H -2.64871 -1.51297 -0.21766 0.053 -0.002 0.039
H -2.69040 1.11260 -0.09095 0.077 -0.049 0.021
H -1.58767 1.02750 1.30608 -0.177 0.155 0.014
H -1.13663 1.97381 -0.12653 -0.115 -0.200 0.088
```
Positions in Å, forces in eV/Å.

Results
Lowest unoccupied orbital energy ... 0.9 eV
SMILES ... CNC(=O)C(C)C

[3]
Density functional theory data (ωB97M-V/def2-TZVPD) for the molecule C11H17N5O4 in a non-equilibrium geometry.

Structure (XYZ):
```
37
Properties=species:S:1:pos:R:3:forces:R:3
C -0.59797 -1.93440 -0.77484 -0.118 0.299 -0.345
C 0.48312 -1.11103 0.00546 0.379 -0.115 0.048
C -1.85259 -2.07914 0.05435 -1.536 0.026 -0.222
C -2.62911 -0.78652 0.14058 1.672 1.322 -0.023
C -3.69681 -0.50338 0.92564 -0.211 0.680 -0.952
C -3.11077 1.36057 -0.13326 1.872 -1.597 -1.533
C 2.50259 0.28103 -0.17902 -0.933 -0.555 0.919
C 3.58028 -0.75347 0.13313 0.701 3.351 0.584
C 2.06291 1.06853 1.11005 1.227 0.144 -0.197
C 0.77367 1.78842 0.83710 -0.650 0.467 0.444
C 0.79279 2.51202 -0.47520 -1.053 -0.498 -0.307
H -0.02147 -3.83733 -0.35296 -0.093 0.393 -0.891
H 0.75346 -3.13501 -1.59318 0.323 -0.465 -0.307
H -0.84642 -1.35875 -1.69565 0.165 -0.279 0.595
H -1.68965 -2.45344 1.06959 0.455 0.149 -0.071
H -2.54674 -2.83961 -0.39718 0.844 0.601 0.030
H -4.09711 -0.88750 1.83032 -0.504 -0.969 0.053
H -3.02395 2.42580 -0.37491 -0.309 -0.655 -0.013
H -4.89861 1.26044 0.95158 0.902 -0.344 -0.181
H 1.54011 -0.83693 -1.72422 -0.308 0.893 1.141
H 2.85869 1.03274 -0.87717 0.231 -0.054 -0.135
H 2.87597 1.79833 1.27586 -0.383 0.030 -0.045
H 1.99535 0.45975 2.01576 0.034 -0.008 -0.450
H -0.09186 1.12663 0.80109 0.302 -0.112 0.322
H 0.52657 2.52535 1.61961 0.311 -0.146 -0.160
H -0.39319 2.91637 -1.96400 -0.357 0.478 -1.626
H -0.97625 1.41512 -0.98795 1.353 2.245 -0.867
H 4.63404 0.67913 0.96227 -0.183 -0.130 -0.229
N -0.17460 -3.27454 -1.21810 0.541 0.143 1.410
N -2.18167 0.42443 -0.50454 -2.741 -0.322 1.586
N -4.06496 0.78246 0.58616 -1.002 1.334 1.563
N 1.35483 -0.38627 -0.79894 -0.042 -1.155 -0.581
N -0.34946 2.32547 -1.18787 -0.606 -1.941 1.907
O 0.55563 -1.05480 1.22556 -0.655 -0.771 -0.904
O 3.49807 -1.88959 -0.10036 -0.193 -2.932 -0.628
O 1.72444 3.17697 -0.87281 0.735 0.677 -0.050
O 4.73064 -0.23784 0.66803 -0.169 -0.185 0.115
```
Positions in Å, forces in eV/Å.

Results
Lowest unoccupied orbital energy ... 0.4 eV
SMILES ... NC(=O)CC[C@H](NC(=O)[C@@H](N)Cc1c[nH]cn1)C(=O)O

[4]
Density functional theory data (ωB97M-V/def2-TZVPD) for the molecule C4H9NS2 in a non-equilibrium geometry.

Structure (XYZ):
```
16
Properties=species:S:1:pos:R:3:forces:R:3
C -1.89029 -0.70908 2.04596 0.119 -1.069 0.432
C -0.42281 -0.51820 -0.27110 0.809 0.596 0.277
C 0.51928 0.33807 -1.14833 -0.976 -0.341 -1.727
C 1.96125 -0.06323 -0.88807 0.283 -1.135 0.731
H -2.83441 -0.95102 1.55777 -0.024 0.428 -0.075
H -2.04866 -0.27138 3.03191 -0.121 0.068 -0.141
H -1.40766 -1.69512 2.17998 0.137 0.594 -0.079
H 0.24900 0.10246 -2.19498 0.237 -0.429 0.421
H 2.21719 0.10513 0.17438 0.004 0.517 -0.407
H 2.58781 0.51497 -1.56602 0.226 -0.182 0.217
H 2.14512 -1.17443 -0.96069 -0.404 1.194 -0.520
H -0.55496 2.12573 -1.25207 -0.501 -0.131 -0.158
H 0.64959 2.07043 -0.15987 -0.096 0.394 -0.738
N 0.38419 1.79855 -1.12072 1.101 -0.378 1.866
S -0.87569 0.42653 1.11565 -0.520 -0.429 -0.126
S -0.67895 -2.09940 -0.54378 -0.274 0.303 0.026
```
Positions in Å, forces in eV/Å.

Results
Lowest unoccupied orbital energy ... 0.0 eV
SMILES ... CSC(=S)[C@H](C)N

[5]
Density functional theory data (ωB97M-V/def2-TZVPD) for a structure of composition C22H35AsAuN4SSi2 in a non-equilibrium geometry.

Structure (XYZ):
```
66
Properties=species:S:1:pos:R:3:forces:R:3
Au 0.45810 -0.10745 -0.31313 0.601 0.833 0.298
N 0.06915 2.09108 0.14708 -0.231 -0.084 0.086
C -0.68658 2.58532 -0.96689 0.086 -0.027 0.100
C -0.21649 3.66283 -1.69753 -0.107 0.039 -0.079
C -0.91201 4.09271 -2.81947 0.020 0.010 -0.001
C -2.07479 3.44523 -3.20404 -0.002 -0.011 0.013
C -2.53953 2.36669 -2.46405 -0.004 0.017 -0.025
C -1.85536 1.91485 -1.34109 0.062 -0.049 0.059
C -2.34936 0.73832 -0.57506 -0.086 -0.039 0.021
C -3.71058 0.62157 -0.28084 -0.050 0.080 -0.052
C -4.21762 -0.47343 0.39941 0.063 0.032 -0.017
C -3.36637 -1.48502 0.81539 -0.037 -0.082 0.035
C -2.00556 -1.40480 0.54212 -0.201 0.167 -0.059
C -1.52630 -0.29616 -0.13569 -0.206 -0.271 -0.079
H 0.90470 2.63642 0.32008 0.003 0.011 -0.013
H -0.44846 2.01073 1.02571 -0.012 0.131 -0.024
H 0.68828 4.17468 -1.39171 0.008 -0.021 0.023
H -0.54095 4.93479 -3.38798 -0.004 -0.004 -0.007
H -2.61657 3.77129 -4.08121 -0.004 0.005 0.005
H -3.43683 1.84694 -2.77675 0.004 -0.006 0.007
H -4.37617 1.41991 -0.58676 0.002 -0.006 0.004
H -5.27809 -0.53052 0.60357 0.003 -0.014 0.022
H -3.75776 -2.34192 1.34860 0.011 -0.007 -0.012
H -1.33807 -2.19567 0.85474 0.009 -0.009 0.012
C -0.53554 3.19473 4.96952 0.003 0.055 -0.014
C -0.91322 1.71706 5.02293 0.028 -0.151 0.001
C -0.04879 0.88325 4.12236 -0.207 0.270 -0.101
N -0.01378 1.01685 2.84253 0.168 -0.238 -0.046
N 0.87486 0.15819 2.22919 -0.105 0.127 0.302
C 1.49190 -0.61209 3.07845 0.065 -0.009 -0.261
N 2.36817 -1.57685 2.69079 -0.001 -0.034 0.021
S 1.02726 -0.33589 4.71212 0.079 -0.131 0.243
H -1.18140 3.77673 5.62524 -0.001 -0.011 0.003
H -0.64063 3.58118 3.95645 -0.001 -0.005 0.001
H 0.49668 3.34782 5.28595 -0.004 -0.009 0.007
H -1.94898 1.56986 4.71157 -0.002 0.048 -0.011
H -0.83980 1.33855 6.04330 0.019 0.014 -0.002
H 2.68302 -1.52419 1.73387 -0.006 0.017 0.002
H 3.03524 -1.93406 3.35218 -0.013 0.029 0.029
C 1.42114 -4.24589 0.45835 0.016 -0.108 0.098
Si 1.22297 -3.92684 -1.36036 -0.036 0.328 -0.071
C 2.55426 -4.73862 -2.36667 0.045 -0.174 -0.019
C -0.48230 -4.36610 -1.95043 -0.100 -0.183 -0.007
As 1.50944 -1.59405 -1.68451 0.126 -0.552 -0.554
Si 0.68500 -0.98195 -3.85062 0.119 -0.133 0.297
C 1.41733 -2.14971 -5.09778 0.017 -0.076 -0.131
C 1.24382 0.77286 -4.12003 -0.033 0.129 0.002
C -1.16976 -1.08813 -3.79846 -0.161 0.016 -0.143
H 1.24357 -5.30492 0.66644 -0.001 0.026 0.031
H 0.71554 -3.66132 1.05115 0.004 -0.004 0.014
H 2.43071 -4.00729 0.79679 -0.002 -0.002 0.001
H 2.43044 -5.82397 -2.30413 0.053 0.014 -0.029
H 3.55058 -4.49364 -1.99608 -0.005 0.008 0.004
H 2.50273 -4.45875 -3.41925 -0.010 0.003 -0.002
H -0.65573 -5.43196 -1.76982 -0.049 0.034 -0.021
H -0.60048 -4.18819 -3.02015 0.014 -0.003 -0.002
H -1.25339 -3.80203 -1.42243 0.011 0.012 0.000
H 2.50851 -2.14457 -5.08471 -0.002 0.010 0.022
H 1.09874 -1.84818 -6.09975 0.010 -0.024 0.006
H 1.07546 -3.17431 -4.93899 0.006 0.002 -0.010
H 2.19566 0.99002 -3.63421 0.022 -0.029 -0.024
H 0.49577 1.46764 -3.72775 0.028 0.023 0.004
H 1.36156 0.96776 -5.18898 -0.039 0.035 0.014
H -1.53415 -2.10821 -3.67432 0.021 -0.005 0.015
H -1.57443 -0.70073 -4.73966 -0.011 -0.014 0.031
H -1.56796 -0.48177 -2.98374 0.005 0.001 -0.017
```
Positions in Å, forces in eV/Å.

Results
Lowest unoccupied orbital energy (spin up / spin down) ... -4.1 / -4.1 eV
Total charge ... +1

[6]
Density functional theory data (ωB97M-V/def2-TZVPD) for the molecule C15H16N2O2 in a non-equilibrium geometry.

Structure (XYZ):
```
35
Properties=species:S:1:pos:R:3:forces:R:3
N -1.16088 4.64450 -1.24892 1.257 -0.226 -0.852
O 0.47394 -3.88761 -2.71602 0.492 0.882 0.393
O 2.45740 -4.48632 -0.99931 0.315 0.001 -0.445
C -0.43180 3.67255 -1.85978 -1.958 2.603 0.635
C -1.28208 4.27707 0.09901 -1.389 0.125 -2.427
C -0.75390 -0.10434 0.27739 0.984 1.163 1.785
C -0.84602 3.02014 0.21055 0.610 -1.026 1.313
C -0.35489 0.76763 1.25235 0.352 0.025 0.176
C -0.19776 -1.96713 -1.25743 -0.207 0.384 -1.116
C 1.89282 -2.73107 0.38610 1.589 1.189 1.818
C 0.66149 -2.96744 -1.67044 0.744 -1.778 1.048
C 1.74266 -3.36312 -0.80990 -1.773 0.380 -0.300
C 0.06991 -1.25518 -0.04702 0.545 -0.546 0.085
C 1.14109 -1.63239 0.80866 -0.611 -0.481 0.261
N -0.19744 2.70366 -0.94359 0.956 -1.359 -1.780
C -1.96788 0.09541 -0.50973 -1.606 0.459 -1.602
C -1.01383 2.16881 1.42558 0.593 -2.245 -1.056
C 0.89442 0.51930 2.13085 -0.888 -1.030 0.072
C 1.35055 -0.98109 2.23610 -2.451 0.451 -0.648
H -0.43008 -3.91471 -3.02662 -0.306 0.235 0.028
H 2.11483 -4.86720 -1.80530 -0.025 -0.533 -0.568
H -0.22582 3.63355 -2.98407 -0.022 0.003 2.129
H -1.96299 4.72459 0.81793 0.335 0.437 -0.385
H -1.04897 -1.71267 -1.99425 1.370 -0.255 1.608
H 2.73788 -3.03779 1.04538 -0.788 -0.083 -0.594
H 0.49444 1.98711 -1.19072 -0.919 -0.036 0.935
H -2.57180 -0.83996 -0.54768 0.478 0.470 -0.107
H -2.61525 0.81451 0.01245 0.170 0.052 -0.616
H -1.77305 0.42289 -1.60965 -0.400 -0.393 1.880
H -0.62529 2.79215 2.16954 1.225 0.209 1.719
H -2.01801 1.98905 1.79232 -0.690 0.273 -0.677
H 0.70518 0.91110 3.14805 0.095 -0.065 -0.506
H 1.68451 1.09309 1.69645 0.782 0.616 -0.232
H 2.34820 -1.05300 2.63537 0.568 -0.048 -0.370
H 0.70841 -1.43609 3.07635 0.574 0.146 -1.602
```
Positions in Å, forces in eV/Å.

Results
Lowest unoccupied orbital energy ... 0.4 eV
SMILES ... CC1=C(Cc2cnc[nH]2)CCc2cc(O)c(O)cc21